# C4H6N4

A single C4H6N4 molecule in a non-equilibrium geometry (the ωB97M-V functional and the def2-TZVPD basis, the OMol25 dataset).

XYZ file:
```
14
Properties=species:S:1:pos:R:3:forces:R:3
C 0.673865 0.626751 0.136483 -2.066 -2.421 0.507
N -0.365724 -0.386502 0.569639 -0.217 4.229 -0.328
C -0.602987 -1.354792 -0.471462 2.424 -2.457 2.064
N -1.949114 -1.159925 -0.926159 0.338 -0.553 -2.349
N -2.438935 -0.133783 -0.500567 -1.775 -0.246 0.309
C -1.678795 0.419519 0.607000 1.204 -0.284 -0.962
C -2.437849 0.177211 1.800813 0.339 0.154 0.076
N -2.994103 0.100668 2.788306 -0.766 -0.264 1.178
H 0.884683 1.190988 0.939478 0.139 2.623 2.859
H 1.569072 0.160524 0.056824 2.746 -2.051 -0.751
H 0.541349 1.204615 -0.721489 -0.971 0.845 -1.583
H -0.435167 -2.390282 0.069995 -0.791 1.564 -1.569
H 0.244856 -1.257462 -1.232565 -1.733 -0.331 0.319
H -1.738341 1.529904 0.443480 1.130 -0.808 0.229
```
Forces are in eV/Å.

Output
- SMILES: CN1CN=N[C@H]1C#N
- LUMO energy: 0.3 eV
- M: 110.120 g mol⁻¹
- Electronic energy: -10202.153 eV
- Highest occupied orbital energy: -10.141 eV
- Relative energy (zero: lowest compared OMol25 entry of this formula, charge and spin): 87.3 kcal per mole